Record 1
Formula: C35H35NO8
Source: the Open Molecules 2025 dataset
Level of theory: wB97M-V/def2-TZVPD

Positions of all 79 atoms, in Å:
1 C 1.463 0.351 2.092
2 H 0.821 -0.056 2.874
3 H 2.489 0.432 2.440
4 H 1.411 -0.303 1.221
5 O 1.053 1.678 1.764
6 C -0.240 1.867 1.529
7 O -1.069 0.993 1.539
8 C -0.545 3.340 1.323
9 C -1.838 3.554 0.542
10 H -2.204 4.568 0.712
11 H -2.581 2.852 0.922
12 C -1.667 3.358 -0.974
13 C -1.118 2.002 -1.301
14 C 0.224 1.823 -1.359
15 C 0.850 0.549 -1.556
16 C 2.212 0.367 -1.548
17 C 2.785 -0.955 -1.611
18 O 3.953 -1.223 -1.397
19 C 1.850 -2.091 -2.081
20 C 0.375 -1.924 -1.739
21 O -0.356 -2.888 -1.624
22 C -0.085 -0.544 -1.637
23 C -1.425 -0.303 -1.588
24 N -1.967 0.926 -1.484
25 C -3.407 1.063 -1.599
26 C -4.118 1.230 -0.275
27 C -3.844 0.363 0.772
28 C -4.484 0.480 2.002
29 C -5.413 1.483 2.135
30 C -5.703 2.349 1.079
31 C -5.069 2.246 -0.133
32 H -5.304 2.923 -0.938
33 O -6.659 3.246 1.474
34 C -6.968 2.915 2.812
35 O -6.181 1.817 3.217
36 H -8.036 2.653 2.889
37 H -6.760 3.779 3.462
38 H -4.258 -0.186 2.817
39 H -3.097 -0.404 0.651
40 H -3.779 0.156 -2.086
41 H -3.640 1.905 -2.256
42 H -2.104 -1.141 -1.664
43 C 1.984 -2.204 -3.603
44 H 1.644 -1.285 -4.074
45 H 1.388 -3.042 -3.956
46 H 3.028 -2.376 -3.851
47 O 2.305 -3.324 -1.516
48 C 2.204 -3.360 -0.191
49 O 1.798 -2.426 0.462
50 C 2.589 -4.714 0.349
51 H 3.391 -5.104 -0.279
52 C 1.338 -5.621 0.267
53 H 1.633 -6.624 -0.044
54 H 0.608 -5.240 -0.447
55 C 0.798 -5.648 1.693
56 C 2.068 -5.672 2.537
57 C 2.969 -4.653 1.838
58 H 2.751 -3.650 2.209
59 H 4.027 -4.856 1.996
60 H 2.518 -6.665 2.499
61 H 1.887 -5.416 3.580
62 H 0.240 -4.733 1.893
63 H 0.149 -6.503 1.875
64 C 3.149 1.496 -1.398
65 C 4.098 1.496 -0.381
66 C 4.986 2.549 -0.255
67 C 4.942 3.613 -1.140
68 C 4.009 3.614 -2.164
69 C 3.122 2.562 -2.296
70 H 2.412 2.553 -3.112
71 H 3.979 4.434 -2.868
72 H 5.636 4.434 -1.039
73 H 5.718 2.540 0.540
74 H 4.136 0.666 0.305
75 H 0.869 2.676 -1.219
76 H -0.965 4.108 -1.344
77 H -2.629 3.534 -1.453
78 H -0.655 3.766 2.324
79 H 0.311 3.823 0.853

Cartesian forces, eV/Å:
C -0.08 -0.45 0.04
H 0.07 0.02 -0.02
H -0.02 0.01 -0.02
H 0.00 0.10 0.05
O 0.16 0.34 0.00
C 0.05 0.34 0.10
O -0.03 -0.17 0.06
C -0.23 -0.18 -0.06
C 0.13 -0.04 0.09
H -0.04 -0.01 0.01
H -0.03 0.11 0.03
C -0.16 -0.02 0.25
C 0.50 0.23 -0.27
C -0.23 0.13 -0.13
C 0.26 -0.38 0.12
C -0.06 0.28 -0.03
C -0.18 -0.29 0.00
O -0.13 0.01 -0.12
C 0.23 -0.23 0.01
C -0.10 -0.28 0.04
O 0.10 0.15 -0.09
C -0.50 0.40 0.06
C 0.46 -0.38 -0.21
N 0.25 -0.12 0.03
C -0.59 0.04 0.10
C -0.02 -0.11 0.00
C -0.09 0.14 -0.22
C -0.25 0.16 0.18
C -0.02 0.30 -0.55
C 0.20 -0.39 0.35
C -0.17 0.02 0.22
H -0.01 0.12 -0.15
O 0.23 -0.04 -0.43
C -0.86 0.61 0.72
O 0.35 -0.37 -0.03
H 0.27 0.00 -0.07
H 0.03 -0.21 -0.18
H 0.04 -0.10 0.14
H 0.13 -0.08 0.00
H 0.15 0.16 -0.05
H 0.02 -0.15 0.01
H -0.08 0.00 -0.02
C 0.00 -0.17 0.30
H -0.02 0.08 -0.06
H -0.07 -0.03 -0.03
H 0.07 0.05 -0.01
O -0.10 0.16 -0.59
C 0.26 -0.31 0.40
O -0.08 0.00 -0.01
C 0.08 0.22 -0.08
H -0.05 0.05 0.03
C -0.19 -0.02 -0.02
H 0.00 -0.01 -0.02
H 0.00 -0.08 -0.10
C 0.08 -0.16 0.01
C -0.08 0.09 0.04
C 0.09 0.00 0.08
H 0.06 -0.04 0.02
H 0.04 0.06 0.00
H 0.00 -0.06 0.04
H 0.04 -0.06 0.07
H -0.08 0.04 0.03
H -0.09 0.03 0.02
C 0.01 0.08 -0.08
C -0.05 0.08 0.00
C 0.06 0.03 0.08
C 0.06 0.09 -0.02
C 0.02 0.17 -0.05
C 0.07 -0.09 0.06
H -0.06 -0.02 -0.05
H 0.01 0.05 -0.05
H 0.06 0.05 0.01
H 0.06 0.00 0.07
H 0.02 -0.09 0.05
H -0.09 0.14 0.03
H -0.04 -0.07 -0.07
H 0.01 0.04 -0.10
H 0.08 0.01 0.00
H 0.06 0.04 0.05

Calculated values
- SMILES = COC(=O)CCCC1=CC2=C(c3ccccc3)C(=O)[C@@](C)(OC(=O)C3CCCC3)C(=O)C2=CN1Cc1ccc2c(c1)OCO2
- Kohn-Sham gap (eV) = 7.45
- HOMO (eV) = -7.344
- largest force on an atom (eV/A) = 1.28


Record 2
Formula: C35H36As2IN2O4Se4Ti
Source: the Open Molecules 2025 dataset
Level of theory: wB97M-V/def2-TZVPD

Positions of all 85 atoms, in Å:
1 Ti 0.367 -1.976 -0.406
2 C -0.896 -4.471 3.158
3 C -0.001 -3.320 3.514
4 N 0.310 -3.103 4.779
5 C 1.249 -2.175 5.072
6 C 1.952 -1.469 4.126
7 C 3.016 -0.500 4.580
8 O 4.300 -0.760 4.018
9 C 1.585 -1.653 2.780
10 C 2.353 -0.976 1.719
11 N 2.068 -0.811 0.473
12 C 3.038 0.056 -0.221
13 C 3.483 1.158 0.520
14 C 4.481 2.003 0.084
15 C 5.060 1.782 -1.153
16 C 4.572 0.761 -1.950
17 C 3.550 -0.096 -1.526
18 I 2.965 -1.397 -3.058
19 C 0.560 -2.525 2.494
20 O 0.166 -2.684 1.250
21 H -1.541 -4.717 4.001
22 H -0.278 -5.346 2.937
23 H -1.479 -4.279 2.261
24 H 1.461 -2.024 6.125
25 H 3.057 -0.510 5.669
26 H 2.764 0.518 4.282
27 H 4.650 -1.572 4.400
28 H 3.302 -0.592 2.071
29 H 2.998 1.378 1.464
30 H 4.790 2.835 0.706
31 H 5.869 2.407 -1.512
32 H 4.987 0.615 -2.939
33 Se -1.750 -3.334 -0.934
34 Se -0.388 -3.660 -2.769
35 Se 1.207 -5.193 -2.042
36 Se 2.233 -3.798 -0.467
37 C -2.959 -1.963 2.283
38 As -2.062 -0.314 1.976
39 C -3.436 1.024 1.889
40 C -1.030 0.179 3.497
41 O -1.108 -0.376 0.582
42 H -3.941 -1.762 2.710
43 H -2.378 -2.571 2.968
44 H -3.059 -2.466 1.326
45 H -3.244 1.766 2.660
46 H -4.399 0.553 2.074
47 H -3.455 1.509 0.924
48 H -1.577 0.925 4.069
49 H -0.101 0.597 3.123
50 H -0.824 -0.688 4.119
51 O 0.142 -0.674 -1.729
52 As -0.902 0.699 -1.826
53 C -0.652 1.471 -3.568
54 C 0.266 0.999 -4.491
55 C 0.406 1.649 -5.713
56 C -0.371 2.761 -6.000
57 C -1.298 3.226 -5.070
58 C -1.441 2.582 -3.850
59 C -2.670 0.018 -2.123
60 C -3.765 0.067 -1.278
61 C -4.940 -0.578 -1.635
62 C -5.011 -1.288 -2.824
63 C -3.906 -1.347 -3.662
64 C -2.736 -0.688 -3.322
65 C -0.096 2.136 -0.828
66 C -0.587 2.744 0.316
67 C 0.112 3.790 0.903
68 C 1.315 4.215 0.356
69 C 1.816 3.593 -0.778
70 C 1.114 2.558 -1.378
71 H 0.874 0.131 -4.263
72 H 1.124 1.283 -6.436
73 H -0.257 3.267 -6.951
74 H -1.908 4.091 -5.299
75 H -2.169 2.954 -3.140
76 H -3.724 0.593 -0.344
77 H -5.800 -0.533 -0.976
78 H -5.928 -1.795 -3.099
79 H -3.950 -1.911 -4.584
80 H -1.886 -0.749 -3.984
81 H -1.513 2.433 0.750
82 H -0.291 4.278 1.781
83 H 1.862 5.032 0.815
84 H 2.758 3.910 -1.207
85 H 1.521 2.099 -2.265

Cartesian forces, eV/Å:
Ti -0.61 -1.25 -1.17
C 0.07 -0.06 0.11
C -0.04 -0.14 0.33
N 0.20 0.16 -0.05
C -0.29 -0.32 0.01
C 0.06 0.11 0.19
C 0.15 -0.11 -0.15
O -0.12 0.06 0.07
C 0.79 0.57 -0.41
C -0.08 -0.22 0.48
N 0.26 0.21 -0.51
C -0.36 -0.26 0.10
C -0.04 0.00 0.09
C 0.06 -0.02 0.01
C 0.05 0.01 -0.03
C -0.06 0.03 0.06
C -0.07 0.12 0.18
I 0.19 -0.19 0.10
C -0.08 -0.29 -0.79
O -0.34 -0.07 1.84
H 0.01 0.00 -0.03
H 0.01 0.02 0.04
H 0.02 -0.04 -0.03
H -0.05 -0.07 -0.01
H 0.00 0.01 0.08
H 0.01 0.07 -0.07
H -0.01 -0.02 -0.01
H 0.08 0.07 0.10
H 0.03 -0.04 -0.03
H 0.00 -0.05 -0.02
H -0.08 -0.03 0.00
H -0.01 0.01 0.06
Se 0.18 0.18 0.00
Se 0.22 0.19 0.14
Se 0.06 -0.01 -0.08
Se -0.24 0.27 -0.13
C -0.14 -0.04 0.15
As 0.45 -0.26 -0.71
C -0.09 0.25 0.18
C 0.08 0.04 0.22
O -0.13 0.28 0.16
H 0.01 -0.04 0.00
H -0.07 0.02 -0.02
H -0.07 -0.08 -0.06
H -0.04 0.04 0.03
H -0.04 0.02 -0.03
H 0.03 0.28 0.20
H 0.02 0.00 0.06
H 0.11 0.09 0.04
H 0.06 -0.01 0.04
O -0.39 1.23 -0.22
As 0.75 -0.45 -0.54
C 0.12 -0.08 -0.02
C 0.06 -0.08 -0.10
C 0.00 -0.01 0.01
C -0.04 0.03 0.03
C 0.03 -0.03 -0.01
C 0.12 0.05 -0.30
C -0.13 -0.05 0.32
C -0.06 -0.09 -0.09
C -0.04 -0.02 0.00
C 0.01 0.00 -0.01
C -0.04 -0.01 0.00
C -0.20 -0.07 0.08
C -0.06 -0.01 0.28
C 0.20 0.16 -0.04
C 0.01 -0.01 -0.02
C 0.01 -0.01 0.01
C -0.04 0.09 -0.02
C -0.11 0.13 0.14
H -0.06 0.07 0.02
H -0.03 0.02 0.03
H -0.02 -0.02 0.05
H 0.02 -0.03 0.01
H -0.03 0.00 0.09
H 0.00 -0.12 -0.30
H 0.04 0.02 -0.05
H 0.04 0.00 0.02
H 0.00 0.02 0.02
H 0.10 0.03 -0.06
H -0.35 -0.16 0.12
H 0.01 -0.02 -0.02
H -0.05 -0.04 -0.04
H -0.07 -0.01 0.02
H 0.01 -0.09 -0.13

Calculated values
- Kohn-Sham gap (eV) = 5.92
- HOMO (eV) = -9.289
- largest force on an atom (eV/A) = 1.87
- total charge = +1


Record 3
Formula: C35H36AsIrN6O4S2
Source: the Open Molecules 2025 dataset
Level of theory: wB97M-V/def2-TZVPD

Positions of all 85 atoms, in Å:
1 Ir -0.350 -0.195 -0.499
2 C 3.999 0.493 -0.600
3 O 3.297 1.287 -1.623
4 C 2.030 0.966 -1.496
5 N 1.723 -0.019 -0.722
6 C 3.000 -0.622 -0.255
7 C 2.985 -1.078 1.174
8 C 3.404 -2.368 1.476
9 C 3.417 -2.810 2.792
10 C 3.006 -1.961 3.809
11 C 2.595 -0.667 3.509
12 C 2.595 -0.221 2.198
13 C 0.970 1.755 -2.160
14 C 1.113 2.925 -2.879
15 C -0.041 3.613 -3.249
16 C -1.287 3.156 -2.831
17 C -1.339 1.981 -2.106
18 N -0.239 1.269 -1.850
19 C -2.489 1.407 -1.398
20 N -2.333 0.328 -0.704
21 C -3.667 -0.073 -0.199
22 C -4.474 1.226 -0.428
23 O -3.666 1.972 -1.403
24 C -4.240 -1.232 -0.979
25 C -4.767 -2.328 -0.311
26 C -5.403 -3.341 -1.021
27 C -5.525 -3.253 -2.399
28 C -5.005 -2.152 -3.073
29 C -4.361 -1.150 -2.366
30 H 4.197 1.152 0.246
31 H 4.922 0.135 -1.043
32 H 3.201 -1.489 -0.885
33 H 3.719 -3.038 0.683
34 H 3.752 -3.812 3.022
35 H 3.015 -2.304 4.835
36 H 2.285 0.002 4.301
37 H 2.287 0.793 1.974
38 H 2.100 3.298 -3.115
39 H 0.036 4.531 -3.816
40 H -2.193 3.714 -3.022
41 H -3.582 -0.321 0.858
42 H -4.576 1.857 0.452
43 H -5.438 1.039 -0.887
44 H -4.686 -2.393 0.768
45 H -5.814 -4.191 -0.493
46 H -6.031 -4.035 -2.949
47 H -5.107 -2.077 -4.147
48 H -3.968 -0.294 -2.905
49 N 4.890 4.171 3.199
50 C 3.626 3.848 2.821
51 C 2.673 3.451 3.774
52 C 1.394 3.112 3.391
53 C 1.040 3.155 2.044
54 C 1.967 3.562 1.087
55 C 3.246 3.902 1.468
56 S -0.523 2.591 1.546
57 O -1.436 2.674 2.646
58 O -0.838 3.167 0.263
59 N -0.322 1.000 1.203
60 C -0.605 -0.051 2.014
61 S -1.085 -0.234 3.639
62 C -1.214 -1.946 3.371
63 C -0.933 -2.269 2.094
64 N -0.573 -1.187 1.317
65 H 5.121 4.255 4.172
66 H 5.523 4.598 2.547
67 H 2.944 3.438 4.822
68 H 0.657 2.836 4.134
69 H 1.666 3.644 0.049
70 H 3.958 4.252 0.729
71 H -1.485 -2.605 4.178
72 H -0.939 -3.264 1.678
73 C -1.647 -3.479 -1.950
74 As -0.274 -2.127 -2.031
75 C -0.015 -1.780 -3.910
76 C 1.210 -3.278 -1.563
77 H -1.384 -4.239 -2.685
78 H -2.639 -3.093 -2.157
79 H -1.621 -3.920 -0.955
80 H 0.039 -2.713 -4.467
81 H 0.911 -1.223 -4.048
82 H -0.848 -1.183 -4.282
83 H 1.070 -4.229 -2.074
84 H 1.207 -3.441 -0.485
85 H 2.170 -2.869 -1.864

Cartesian forces, eV/Å:
Ir 0.04 -0.81 -0.83
C -0.09 -0.02 0.01
O 0.07 0.00 0.04
C -0.11 0.09 -0.03
N 0.00 0.15 -0.07
C 0.05 -0.01 -0.02
C 0.10 0.02 0.05
C -0.11 -0.04 0.05
C 0.00 0.01 -0.02
C -0.03 0.01 0.00
C 0.03 0.01 0.00
C 0.04 0.00 0.01
C 0.09 -0.19 0.14
C -0.03 0.04 -0.06
C -0.10 -0.13 0.08
C 0.14 0.06 -0.08
C -0.03 -0.05 -0.10
N 0.36 0.32 0.02
C -0.07 -0.16 0.15
N -0.15 0.07 -0.16
C 0.03 0.10 0.06
C 0.02 -0.03 -0.05
O -0.04 0.01 -0.11
C -0.05 0.01 0.04
C 0.10 -0.06 0.00
C 0.00 0.00 -0.01
C 0.02 0.01 0.03
C 0.04 -0.06 0.00
C 0.01 0.00 -0.02
H -0.02 0.04 -0.02
H 0.02 0.01 0.03
H -0.03 0.00 -0.03
H 0.02 0.01 -0.01
H 0.00 0.00 0.00
H 0.00 0.01 0.00
H 0.01 0.01 0.02
H 0.00 0.05 -0.02
H 0.00 0.00 -0.01
H 0.00 0.01 0.00
H 0.00 0.00 0.00
H -0.07 0.01 0.03
H 0.08 -0.01 0.02
H -0.02 0.04 0.04
H -0.02 0.01 0.01
H 0.00 0.00 0.00
H 0.00 0.00 0.00
H -0.01 0.01 0.00
H -0.02 0.01 0.01
N -0.02 -0.07 -0.02
C 0.06 0.05 0.02
C -0.04 -0.02 0.04
C 0.03 0.01 -0.01
C 0.05 -0.04 0.00
C 0.03 -0.02 0.04
C -0.01 0.02 -0.06
S -0.16 -0.15 0.02
O 0.00 0.02 0.03
O 0.00 0.15 0.07
N 0.04 -0.09 0.23
C -0.10 0.08 -0.12
S -0.01 -0.02 0.07
C 0.00 0.06 0.01
C 0.14 -0.07 -0.14
N -0.07 0.22 0.45
H 0.00 0.02 0.01
H 0.00 0.03 0.00
H 0.00 0.00 0.00
H 0.00 -0.01 0.00
H 0.00 0.00 0.00
H 0.00 -0.01 0.00
H 0.00 -0.01 -0.01
H -0.01 0.01 -0.01
C -0.06 0.07 -0.02
As 0.01 0.05 0.29
C -0.07 0.20 -0.01
C 0.06 -0.03 -0.05
H -0.02 -0.02 0.02
H -0.04 0.05 0.01
H -0.06 0.00 0.01
H 0.00 -0.03 0.03
H 0.00 0.00 -0.02
H 0.02 -0.03 -0.03
H 0.00 -0.02 0.03
H 0.02 0.02 0.00
H -0.04 0.05 -0.05

Calculated values
- ΔE to the lowest compared entry with this formula, charge and spin (kcal per mole) = 0.0
- Kohn-Sham gap (eV) = 6.46
- HOMO (eV) = -12.704
- largest force on an atom (eV/A) = 1.16
- total charge = +2